Formula: C2H4O3Si
Source: the Open Molecules 2025 dataset
Level of theory: ωB97M-V with the def2-TZVPD basis set

The calculation puts the energy relative to the best compared isomer or geometry (same formula, charge and spin) at 279.4 kJ/mol. As for the gap between HOMO and LUMO (alpha / beta): 7.059 / 7.517 eV. The value obtained for the largest force on an atom is 4.318 eV/Å. For the highest occupied orbital energy (alpha / beta), the calculation gives -7.544 / -10.191 eV.

```
! wB97M-V def2-TZVPD RIJCOSX def2/J DEFGRID3
* xyz 0 3
C 2.494 1.420 -0.589
C -0.955 -0.646 0.589
O 3.655 1.172 -0.374
O 0.703 -0.199 -2.656
O 1.563 -1.173 -2.018
Si 1.252 0.088 -1.122
H 1.969 2.334 -0.173
H -1.619 0.160 0.257
H -1.277 -1.595 0.194
H -0.398 -0.472 1.560
*
```

Formula: C37H100N4O11
Source: the Open Molecules 2025 dataset
Level of theory: ωB97M-V with the def2-TZVPD basis set

Its structure (SMILES) is COC[C@H](C)N.COC[C@H](C)N.COC[C@H](C)N.COC[C@H](C)N.CC(C)O.CC(C)O.CC(C)O.CC(C)O.CC(C)O.CC(C)O.CC(C)O. The calculation puts the energy relative to the best compared isomer or geometry (same formula, charge and spin) at 130.7 kJ/mol. As for the gap between HOMO and LUMO: 9.957 eV. The value obtained for the largest force on an atom is 3.515 eV/Å. For the highest occupied orbital energy, the calculation gives -9.358 eV.

```
! wB97M-V def2-TZVPD RIJCOSX def2/J DEFGRID3
* xyz 0 1
C 1.288 3.676 -0.211
O 2.333 4.547 0.152
C 3.308 4.718 -0.850
C 4.615 5.237 -0.218
C 5.541 5.727 -1.285
N 5.252 4.153 0.502
H 0.646 4.252 -0.863
H 0.684 3.274 0.624
H 1.622 2.789 -0.719
H 3.529 3.791 -1.339
H 2.911 5.548 -1.445
H 4.313 6.088 0.497
H 5.156 6.598 -1.754
H 5.701 4.996 -2.042
H 6.449 6.015 -0.818
H 6.215 4.311 0.728
H 4.712 3.963 1.300
C 1.763 -5.331 1.351
O 2.283 -4.266 2.188
C 2.641 -4.709 3.463
C 2.152 -3.536 4.339
C 2.790 -2.230 4.000
N 1.983 -3.770 5.788
H 0.981 -5.827 1.943
H 2.558 -6.103 1.067
H 1.351 -4.864 0.455
H 2.154 -5.663 3.676
H 3.748 -4.974 3.523
H 1.112 -3.436 3.968
H 2.304 -1.421 4.571
H 2.704 -2.132 2.895
H 3.905 -2.301 4.212
H 2.924 -3.890 6.268
H 1.507 -4.681 5.888
C -2.491 4.454 -2.875
O -3.334 3.899 -1.848
C -2.570 3.663 -0.702
C -3.199 2.664 0.172
C -4.378 3.313 1.052
N -2.134 2.129 1.098
H -2.806 4.076 -3.842
H -1.417 4.228 -2.699
H -2.549 5.531 -2.873
H -1.521 3.292 -0.850
H -2.372 4.607 -0.157
H -3.582 1.881 -0.463
H -5.047 3.857 0.355
H -4.036 4.085 1.735
H -5.013 2.584 1.635
H -1.885 2.960 1.686
H -2.487 1.396 1.685
C -2.722 -3.916 4.589
O -2.952 -2.683 4.027
C -1.815 -2.123 3.410
C -1.333 -0.851 4.142
C -0.946 -1.180 5.649
N -2.267 0.279 3.844
H -2.165 -3.899 5.497
H -2.151 -4.570 3.921
H -3.681 -4.376 4.775
H -0.955 -2.877 3.291
H -2.140 -1.973 2.402
H -0.473 -0.530 3.587
H -1.838 -1.462 6.174
H -0.576 -0.216 5.940
H -0.123 -1.963 5.724
H -3.172 -0.043 4.154
H -2.119 1.106 4.525
C 3.998 -0.759 0.436
C 4.829 0.427 -0.121
C 5.612 0.223 -1.407
O 3.997 1.605 -0.238
H 3.147 -0.840 -0.272
H 3.547 -0.527 1.440
H 4.490 -1.738 0.417
H 5.527 0.459 0.703
H 6.236 1.015 -1.700
H 4.876 0.142 -2.196
H 6.160 -0.666 -1.418
H 4.584 2.381 -0.219
C 2.021 2.138 5.713
C 1.400 1.910 4.261
C 1.072 3.192 3.570
O 2.293 1.153 3.523
H 2.863 2.903 5.735
H 2.548 1.187 5.853
H 1.286 2.413 6.494
H 0.461 1.434 4.428
H 0.582 2.959 2.612
H 1.968 3.708 3.250
H 0.463 3.956 4.151
H 2.532 1.601 2.675
C -2.377 -2.148 -6.190
C -0.936 -2.739 -6.115
C 0.014 -2.334 -7.202
O -0.260 -2.492 -4.907
H -3.170 -2.917 -6.066
H -2.626 -1.682 -7.171
H -2.405 -1.306 -5.449
H -1.162 -3.817 -6.145
H -0.385 -2.658 -8.167
H 0.998 -2.817 -7.147
H 0.144 -1.185 -7.170
H -0.868 -2.114 -4.243
C 0.769 1.684 -5.509
C 0.735 1.246 -4.080
C 2.006 1.667 -3.339
O -0.405 1.902 -3.438
H 0.900 2.818 -5.513
H -0.229 1.547 -5.829
H 1.559 1.248 -6.140
H 0.589 0.137 -4.055
H 2.127 1.144 -2.395
H 1.723 2.736 -3.064
H 2.984 1.427 -3.728
H -0.400 1.612 -2.521
C -3.677 -4.912 -0.576
C -2.660 -5.986 -0.397
C -1.286 -5.988 -1.106
O -2.425 -6.149 0.983
H -3.184 -4.062 -0.105
H -4.591 -5.116 -0.041
H -3.744 -4.737 -1.639
H -3.175 -6.873 -0.798
H -1.034 -7.027 -1.218
H -0.524 -5.437 -0.589
H -1.383 -5.599 -2.151
H -2.618 -5.286 1.361
C 0.557 -0.296 0.978
C 0.017 -0.302 -0.430
C -1.205 -1.224 -0.540
O -0.411 1.000 -0.858
H 1.534 0.244 1.170
H 0.768 -1.304 1.287
H -0.197 0.100 1.678
H 0.859 -0.559 -0.972
H -1.586 -1.405 -1.547
H -1.951 -0.773 0.098
H -1.043 -2.273 -0.134
H -0.917 1.396 -0.074
C -5.099 1.689 -4.303
C -5.779 1.095 -3.035
C -4.950 0.020 -2.300
O -5.987 2.178 -2.115
H -4.210 2.271 -3.977
H -5.852 2.373 -4.656
H -4.875 0.932 -5.034
H -6.788 0.790 -3.252
H -4.839 -0.865 -2.878
H -5.310 -0.279 -1.323
H -3.893 0.470 -2.185
H -5.238 2.770 -2.041
*
```

Formula: C16H32O9S5Tl
Source: the Open Molecules 2025 dataset
Level of theory: ωB97M-V with the def2-TZVPD basis set

The calculation puts the energy relative to the best compared isomer or geometry (same formula, charge and spin) at 38.0 kJ/mol. As for the gap between HOMO and LUMO: 3.913 eV. The value obtained for the largest force on an atom is 2.752 eV/Å. For the highest occupied orbital energy, the calculation gives -10.931 eV.

```
! wB97M-V def2-TZVPD RIJCOSX def2/J DEFGRID3
* xyz 1 1
Tl -0.394 0.619 -0.824
C 1.438 0.378 4.058
C 1.286 0.639 2.647
C 1.945 1.913 2.075
O 1.711 2.216 0.930
C 2.828 2.654 2.957
C 3.015 2.305 4.294
C 2.280 1.147 4.872
O 2.323 0.826 6.063
O 3.817 2.936 4.978
O 0.620 -0.079 1.928
H 0.902 -0.493 4.415
H 3.304 3.530 2.533
C -4.470 3.922 -2.770
S -3.923 2.425 -1.907
O -2.429 2.532 -1.765
C -4.624 2.880 -0.303
H -4.140 4.812 -2.235
H -5.562 3.900 -2.773
H -4.119 3.948 -3.797
H -4.644 2.053 0.398
H -5.672 3.156 -0.468
H -4.145 3.745 0.156
C 1.561 -3.140 0.764
S -0.249 -3.217 0.837
O -0.782 -2.004 0.142
C -0.499 -4.614 -0.299
H 1.887 -2.631 -0.144
H 2.063 -4.079 0.979
H 1.808 -2.437 1.567
H 0.031 -5.492 0.063
H -0.206 -4.418 -1.332
H -1.578 -4.770 -0.342
C 4.660 -0.855 -1.184
S 3.798 0.399 -2.162
O 2.394 0.424 -1.600
C 4.552 1.881 -1.433
H 5.630 -1.122 -1.608
H 4.037 -1.740 -1.095
H 4.850 -0.422 -0.202
H 5.635 1.917 -1.554
H 4.312 2.026 -0.380
H 4.067 2.731 -1.914
C 2.028 -1.804 -4.651
S 0.936 -2.654 -3.478
O 0.743 -1.812 -2.243
C -0.658 -2.524 -4.342
H 2.070 -2.444 -5.541
H 3.047 -1.918 -4.281
H 1.727 -0.801 -4.937
H -0.998 -1.494 -4.244
H -1.347 -3.193 -3.837
H -0.497 -2.751 -5.395
C -3.735 -1.268 2.905
S -2.611 0.118 2.570
O -2.668 0.202 1.057
C -3.701 1.449 3.171
H -3.860 -1.545 3.951
H -3.298 -2.076 2.319
H -4.726 -1.050 2.509
H -3.646 1.511 4.260
H -4.743 1.261 2.916
H -3.382 2.389 2.729
*
```

Formula: C20H29N3O6
Source: the Open Molecules 2025 dataset
Level of theory: ωB97M-V with the def2-TZVPD basis set

Its structure (SMILES) is CNC(=O)[C@H](Cc1ccc(O)cc1)NC(C)=O.CCCC(=O)N[C@H]1CCOC1=O. The calculation puts the energy relative to the best compared isomer or geometry (same formula, charge and spin) at 206.9 kJ/mol. As for the gap between HOMO and LUMO: 8.774 eV. The value obtained for the largest force on an atom is 3.279 eV/Å. For the highest occupied orbital energy, the calculation gives -8.308 eV.

```
! wB97M-V def2-TZVPD RIJCOSX def2/J DEFGRID3
* xyz 0 1
C -4.711 -4.817 -1.575
N -4.945 -3.409 -1.248
C -4.134 -2.363 -1.451
O -4.506 -1.268 -1.056
C -2.788 -2.549 -2.202
C -1.903 -1.289 -2.325
C -1.614 -0.518 -1.046
C -1.243 -1.186 0.140
C -0.997 -0.454 1.319
C -1.095 0.954 1.307
O -0.860 1.666 2.442
C -1.440 1.625 0.118
C -1.705 0.889 -1.053
N -2.900 -3.204 -3.518
C -3.718 -2.939 -4.539
C -4.751 -1.830 -4.467
O -3.643 -3.617 -5.551
H -5.447 -5.439 -1.062
H -3.714 -5.121 -1.254
H -4.813 -4.976 -2.650
H -5.810 -3.175 -0.785
H -2.226 -3.243 -1.580
H -0.942 -1.586 -2.749
H -2.367 -0.609 -3.037
H -1.140 -2.260 0.151
H -0.716 -0.969 2.223
H -0.967 1.123 3.223
H -1.508 2.701 0.116
H -1.982 1.408 -1.958
H -2.255 -3.954 -3.709
H -5.544 -2.109 -3.778
H -5.179 -1.690 -5.459
H -4.291 -0.899 -4.146
C 3.019 5.363 3.893
C 2.227 5.138 2.603
C 2.162 3.647 2.234
C 3.507 3.040 1.837
O 4.400 3.715 1.342
N 3.682 1.682 2.003
C 4.669 0.918 1.222
C 5.540 0.044 2.105
C 5.834 -1.160 1.210
O 4.709 -1.309 0.332
C 4.047 -0.135 0.307
O 2.997 0.078 -0.286
H 2.573 4.802 4.720
H 3.016 6.426 4.153
H 4.059 5.043 3.772
H 2.681 5.708 1.785
H 1.209 5.515 2.742
H 1.473 3.518 1.394
H 1.754 3.089 3.081
H 2.831 1.186 2.258
H 5.295 1.568 0.600
H 6.452 0.558 2.425
H 4.989 -0.278 2.996
H 6.740 -0.983 0.620
H 5.989 -2.064 1.810
*
```

Q: The lowest largest force on an atom belongs to which entry?
A: C16H32O9S5Tl